Entry 1:
ORCA calculation (wB97M-V/def2-TZVPD) on C30H47Cl2FN4O3OsP2Sb as an isolated structure.

Structure (XYZ):
```
91
Properties=species:S:1:pos:R:3:mulliken_charge:R:1
Os -0.603 -0.511 0.323 2.80
C -3.137 3.784 -0.122 -0.75
N -3.766 2.480 -0.394 0.49
C -5.219 2.561 -0.619 -1.05
P -2.861 1.362 -1.156 -0.42
O -1.535 1.133 -0.453 -0.52
O -3.773 0.011 -0.916 -0.63
P -3.218 -1.415 -0.448 0.50
O -1.961 -1.788 -1.147 -0.84
N -4.459 -2.432 -0.648 0.42
C -4.237 -3.774 -1.196 -0.95
C -5.800 -2.146 -0.139 -0.90
N -2.793 -1.150 1.200 0.33
C -2.686 -2.455 1.890 -1.06
C -3.507 -0.147 2.008 -0.89
N -2.624 1.589 -2.743 0.54
C -3.621 2.293 -3.559 -0.98
C -1.803 0.635 -3.495 -0.73
H -3.163 4.440 -0.995 0.28
H -2.105 3.633 0.189 0.08
H -3.683 4.265 0.689 0.40
H -5.471 3.333 -1.348 0.47
H -5.704 2.819 0.322 0.32
H -5.610 1.608 -0.964 0.28
H -3.189 -3.899 -1.453 0.28
H -4.833 -3.908 -2.100 0.34
H -4.531 -4.542 -0.479 0.34
H -5.897 -1.089 0.102 0.16
H -6.021 -2.744 0.748 0.31
H -6.535 -2.403 -0.902 0.37
H -2.250 -3.192 1.216 0.41
H -3.666 -2.803 2.219 0.34
H -2.038 -2.366 2.761 0.27
H -3.572 0.800 1.479 0.12
H -2.964 0.004 2.940 0.38
H -4.518 -0.481 2.256 0.35
H -4.086 3.092 -2.987 0.26
H -4.393 1.620 -3.937 0.32
H -3.111 2.744 -4.409 0.37
H -1.052 0.187 -2.847 -0.04
H -1.302 1.169 -4.301 0.43
H -2.413 -0.161 -3.929 0.31
Cl 0.009 4.268 -2.042 -0.09
C 1.107 4.260 -0.661 -0.69
Cl 1.116 2.661 0.131 -0.13
H 0.778 4.991 0.069 0.46
H 2.116 4.461 -1.002 0.43
C 2.211 1.158 -2.893 -1.19
C 3.533 0.905 -2.225 0.38
C 4.714 1.253 -2.890 -0.55
C 5.956 0.955 -2.361 -0.82
C 6.062 0.277 -1.152 -0.84
C 4.909 -0.058 -0.466 -0.82
C 3.660 0.289 -0.987 1.33
Sb 2.093 -0.242 0.367 0.54
C 2.687 0.821 2.153 1.14
C 3.841 1.594 2.078 -0.96
C 4.245 2.349 3.167 -0.90
C 3.492 2.339 4.329 -0.82
C 2.328 1.590 4.393 -0.84
C 1.893 0.831 3.310 0.42
C 0.617 0.052 3.442 -0.34
C 2.760 -2.324 0.339 0.86
C 2.538 -2.920 -0.877 -1.05
C 3.013 -4.223 -1.133 -0.62
C 3.739 -4.921 -0.144 -0.68
C 3.960 -4.337 1.066 -0.61
C 3.431 -3.043 1.371 1.12
C 3.563 -2.558 2.761 -1.20
H 2.147 0.569 -3.811 0.47
H 2.114 2.204 -3.186 0.41
H 1.371 0.888 -2.250 -0.32
H 4.641 1.744 -3.853 0.50
H 6.851 1.228 -2.904 0.44
H 7.030 0.018 -0.744 0.50
H 4.987 -0.582 0.482 0.48
H 4.427 1.625 1.170 0.46
H 5.144 2.947 3.100 0.51
H 3.800 2.928 5.182 0.45
H 1.744 1.589 5.305 0.46
H 0.117 0.292 4.378 0.54
H 0.792 -1.025 3.403 0.24
H -0.074 0.316 2.622 -0.47
H 2.013 -2.386 -1.661 0.48
H 2.840 -4.675 -2.102 0.50
H 4.101 -5.922 -0.337 0.48
H 4.493 -4.874 1.841 0.53
H 2.917 -3.157 3.416 0.45
H 3.295 -1.509 2.865 -0.13
H 4.583 -2.721 3.120 0.54
F 0.005 -2.082 1.163 -0.56
```

Properties
**E_HOMO (alpha / beta)**: -0.591 / -0.592 Ha
**<S²>**: 6.04
**Kohn-Sham gap (alpha / beta)**: 7.58 / 4.51 eV
**Net charge**: +3
**ΔE to the lowest compared entry with this formula, charge and spin**: 2.56 kcal per mole
**Maximum force**: 1.9 eV Å⁻¹
**Spin multiplicity**: 5
**E_LUMO (alpha / beta)**: -8.510 / -11.588 eV


Entry 2:
ORCA calculation (wB97M-V/def2-TZVPD) on C11H13Br2NO9P2V as an isolated structure.

Structure (XYZ):
```
39
Properties=species:S:1:pos:R:3:mulliken_charge:R:1
V 0.614 1.612 -0.749 0.83
Br 3.326 2.464 -0.943 -0.01
C 2.930 4.342 -0.970 -0.54
Br 1.077 4.720 -1.330 -0.12
H 3.519 4.793 -1.756 0.38
H 3.166 4.751 0.003 0.36
C -2.619 0.480 2.590 -1.81
C -1.781 1.475 1.784 1.41
O -2.102 2.827 2.155 -0.66
P -2.278 1.433 0.036 0.75
O -2.460 -0.063 -0.368 -0.49
O -3.742 2.028 0.009 -0.52
O -1.352 2.176 -0.891 -0.73
P 0.031 1.217 2.125 0.64
O 0.263 -0.277 1.552 -0.33
O 0.227 1.275 3.584 -0.74
O 0.791 2.134 1.173 -0.42
H -3.674 0.743 2.513 0.40
H -2.308 0.538 3.634 0.43
H -2.480 -0.542 2.242 0.36
H -1.659 3.014 2.994 0.43
H -2.062 -0.289 -1.250 0.40
H -3.764 2.976 0.194 0.37
H 0.495 -0.895 2.253 0.27
O -0.915 -0.553 -2.489 -0.81
C 0.163 -0.952 -2.054 0.13
N 1.222 -0.150 -1.697 -0.48
C 2.212 -0.976 -1.131 0.34
O 3.268 -0.596 -0.683 -0.67
C 1.728 -2.394 -1.172 0.34
C 2.312 -3.561 -0.722 -0.55
C 1.573 -4.730 -0.870 -0.46
C 0.300 -4.715 -1.446 -0.50
C -0.273 -3.530 -1.894 -0.45
C 0.475 -2.380 -1.741 0.67
H 3.297 -3.563 -0.274 0.50
H 1.986 -5.672 -0.532 0.39
H -0.245 -5.646 -1.541 0.40
H -1.259 -3.510 -2.340 0.51
```

Properties
**E_HOMO (alpha / beta)**: -0.303 / -0.359 Ha
**<S²>**: 3.76
**Kohn-Sham gap (alpha / beta)**: 8.10 / 9.63 eV
**Net charge**: 0
**ΔE to the lowest compared entry with this formula, charge and spin**: 13.81 kcal per mole
**Maximum force**: 1.4 eV Å⁻¹
**Spin multiplicity**: 4
**E_LUMO (alpha / beta)**: -0.140 / -0.143 eV


Entry 3:
ORCA calculation (wB97M-V/def2-TZVPD) on C4H7NO2 as an isolated structure.

Structure (XYZ):
```
14
Properties=species:S:1:pos:R:3:mulliken_charge:R:1
O 2.143 -0.277 0.130 -0.54
C 1.133 0.196 -0.718 -0.67
C -0.259 -0.010 -0.096 0.79
C -0.536 -1.363 1.097 -0.59
N -0.255 0.024 1.355 -0.63
C -1.373 0.811 -0.720 -0.09
O -2.311 1.244 -0.092 -0.47
H 1.870 0.004 1.025 0.36
H 1.245 1.282 -0.916 0.30
H 1.224 -0.326 -1.679 0.31
H 0.430 -1.872 0.957 0.26
H -0.936 -1.200 -0.184 0.29
H -1.116 0.488 1.651 0.33
H -1.259 1.001 -1.809 0.35
```

Properties
**E_HOMO**: -0.337 Ha
**Kohn-Sham gap**: 9.05 eV
**Net charge**: 0
**ΔE to the lowest compared entry with this formula, charge and spin**: 125.37 kcal per mole
**Maximum force**: 2.0 eV Å⁻¹
**E_LUMO**: -0.116 eV


no.,molecular weight (g/mol)
1,975.57
2,575.92
3,101.10